Here is a cluster of 2 separate species, C4H12 in total from the OMol25 dataset. Energies are from ωB97M-V/def2-TZVPD.

```
! RIJCOSX wB97M-V def2-TZVPD def2/J DEFGRID3
* xyz 1 2
C 1.4578 -1.2308 1.2819
C -1.2357 2.5035 -1.7097
C -0.7752 1.0760 -1.3552
C 0.5703 -2.3627 1.8361
H 0.3142 -2.2434 2.8117
H 1.4404 -1.0725 -0.0182
H -0.7329 3.3284 -1.3119
H 1.3163 -0.1747 1.5509
H -1.4873 2.4508 -2.7609
H 2.4937 -1.4349 1.6995
H -0.7828 0.4866 -2.2264
H 0.3145 1.1077 -1.0776
H 0.8631 -3.3382 1.4878
H -1.1843 0.7083 -0.4799
H -0.4265 -2.4188 1.3420
H -2.2317 2.6854 -1.3358
*
```

The value obtained for the largest force on an atom is 4.75 eV Å⁻¹. For the relative energy (zero: lowest compared OMol25 entry of this formula, charge and spin), the calculation gives 186.9 kJ/mol.